Entry 1:
Below is a cluster of 2 separate species, C6H13NO in total at a distorted geometry, with properties calculated with ωB97M-V/def2-TZVPD.

Geometry as XYZ:
```
21
Properties=species:S:1:pos:R:3
C -2.71271 -0.16098 0.18738
N -1.50757 -0.39668 -0.45868
C -0.67968 0.70377 -0.53845
C 0.57860 0.47853 -1.40843
C 1.30315 -0.80382 -1.04937
C 2.59976 -0.97881 -0.85474
C -0.11841 1.03819 1.03229
O 1.02269 1.71009 1.03163
H -3.09673 0.86710 0.01038
H -3.51116 -0.88474 -0.00987
H -2.67039 -0.24352 1.30907
H -1.22701 1.56852 -0.94950
H 1.37184 -1.49877 2.60093
H 1.16811 1.38313 -1.29070
H 0.15998 0.27501 -2.40256
H 0.60757 -1.62402 -0.84525
H 3.31096 -0.18215 -1.02673
H 2.85377 -2.00230 -0.58661
H 0.08305 0.02187 1.37946
H -0.94620 1.54544 1.54231
H 1.41037 -0.81586 2.32743
```

The calculation puts the frontier orbital gap (alpha / beta) at 6.3 / 5.5 eV. The total energy is -365.8705 hartree. The expectation value of S² is 0.967. As for the spin multiplicity: 2. For the energy above the lowest of the compared OMol25 structures with the same formula, charge and spin, the calculation gives 150.3 kcal per mole. Its total charge is +1.

natural (NBO) population analysis, charges in e, atoms 1 to 6: -0.54, 0.03, -0.13, -0.46, -0.22, -0.33

---

Entry 2:
Below is a structure of composition C6H13NO2 at a distorted geometry, with properties calculated with ωB97M-V/def2-TZVPD.

Geometry as XYZ:
```
22
Properties=species:S:1:pos:R:3
C -0.89568 -1.30235 -1.40844
C 2.23707 -0.76692 -1.08576
C 1.36145 0.37570 -0.72346
O -0.36268 -0.04177 -1.11954
N 1.65518 1.58747 -0.89703
H 0.91047 2.22604 -0.62450
H -1.93274 -1.19189 -1.75043
H -0.90021 -1.96334 -0.52498
H -0.34828 -1.85943 -2.18283
H 3.02246 -0.90510 -0.33828
H 1.69909 -1.70528 -1.19399
H 2.72167 -0.54908 -2.03821
C -1.40888 1.57823 0.94262
C -0.77235 0.23915 1.14102
C -1.24498 -0.70558 1.96499
O 0.73650 0.23313 1.04285
H 1.10808 1.07954 1.35079
H -2.48750 1.49712 1.09184
H -1.01397 2.32731 1.63596
H -1.26685 1.92888 -0.07855
H -0.63004 -1.52101 2.32055
H -2.18781 -0.56083 2.47538
```

The calculation puts the frontier orbital gap at 9.4 eV. The total energy is -441.4828 hartree. For the energy above the lowest of the compared OMol25 structures with the same formula, charge and spin, the calculation gives 123.7 kcal per mole. Its total charge is 0.

natural (NBO) population analysis, charges in e, atoms 1 to 6: -0.25, -0.71, 0.70, -0.71, -0.77, 0.36

---

Entry 3:
Below is a structure of composition C6H13NO2, with properties calculated with ωB97M-V/def2-TZVPD.

Geometry as XYZ:
```
22
Properties=species:S:1:pos:R:3
C 1.83765 1.12132 -1.46444
C 0.71979 -0.77049 0.36992
C 1.41633 -1.92725 0.17847
O 0.76324 0.27782 -1.11100
H 1.10300 -0.08510 1.12263
H 2.73092 0.51829 -1.65152
H 2.05292 1.83243 -0.65579
H 1.61988 1.67002 -2.38366
H 1.10337 -2.63600 -0.57564
H 2.29126 -2.15662 0.77202
C -1.11253 1.79520 -0.01145
C -1.51699 -0.62030 1.57289
C -0.86679 -0.63869 0.19515
O -1.38719 -1.77018 -0.47596
N -1.06389 0.49961 -0.63937
H -1.17840 -1.64797 -1.41175
H -0.41550 1.93945 0.82247
H -2.13245 1.94056 0.36936
H -0.94367 2.56897 -0.76159
H -2.59980 -0.52589 1.47901
H -1.28896 -1.56955 2.06090
H -1.13220 0.18436 2.19934
```

The calculation puts the frontier orbital gap (alpha / beta) at 6.7 / 8.2 eV. The total energy is -441.4394 hartree. For the energy above the lowest of the compared OMol25 structures with the same formula, charge and spin, the calculation gives 151.0 kcal per mole. Its total charge is 0.

natural (NBO) population analysis, charges in e, atoms 1 to 6: -0.27, -0.05, -0.48, -0.50, 0.19, 0.21

---

Entry 4:
Below is a structure of composition C6H13NO2S at a distorted geometry, with properties calculated with ωB97M-V/def2-TZVPD.

Geometry as XYZ:
```
23
Properties=species:S:1:pos:R:3
C -2.07183 1.01183 0.56514
C -0.62371 -0.29548 -1.38219
C 0.28854 0.94908 -1.40069
C 1.50853 0.68880 -0.24602
C 0.97695 -0.52793 0.49203
C 0.00683 -1.28753 -0.40326
H -3.53102 0.98493 1.14182
H -1.58848 -0.17572 1.06432
H -1.60718 2.24265 0.79055
H -1.05121 -0.63470 -2.43964
H -0.12556 1.96865 -1.18559
H 0.85359 1.27035 -2.27092
H 2.53172 0.59041 -0.84375
H 2.52130 2.27370 0.48186
H 0.17210 -0.00130 1.13585
H 1.97659 -0.77697 1.96021
H 0.71514 -2.00218 -0.79405
H -0.04871 -3.16474 0.60154
H -1.37367 -1.59755 1.43053
N -0.88229 -2.22050 0.39448
O 1.69985 1.71853 0.75309
O 1.76523 -1.40378 1.28999
S -2.11270 0.38946 -1.13532
```

The calculation puts the frontier orbital gap at 8.7 eV. The total energy is -839.5131 hartree. For the energy above the lowest of the compared OMol25 structures with the same formula, charge and spin, the calculation gives 207.0 kcal per mole. Its total charge is 0.

natural (NBO) population analysis, charges in e, atoms 1 to 6: -0.86, -0.46, -0.45, 0.09, 0.03, -0.11

---

Entry 5:
Below is a cluster of 2 separate species, C6H13NO3 in total at a distorted geometry, with properties calculated with ωB97M-V/def2-TZVPD.

Geometry as XYZ:
```
23
Properties=species:S:1:pos:R:3
C 1.79174 -0.21292 -0.95354
C 0.52646 0.61860 -1.08747
C 0.63570 1.97210 -0.39719
C -0.95196 -0.23197 -0.81414
O -0.99972 -1.39103 -1.25098
O -1.96680 0.64371 -1.12699
H 2.58634 0.18437 -1.59536
H 2.19668 -0.18552 0.06423
H 1.62038 -1.25157 -1.25371
H 0.36357 0.79456 -2.15489
H 0.82244 1.87121 0.67687
H -0.27232 2.56680 -0.52413
H 1.46216 2.55697 -0.81922
H -2.56613 0.12168 -1.68995
N 0.38489 -2.14924 1.18544
C -0.01635 -0.95159 1.63824
C -1.25453 -0.39392 1.29377
O -1.58393 0.79616 1.91965
H -0.18589 -2.51671 0.41637
H 0.98252 -2.69778 1.79304
H 0.72181 -0.36121 2.17164
H -2.11696 -1.05428 1.18972
H -2.18011 1.27157 1.31860
```

The calculation puts the frontier orbital gap at 8.2 eV. The total energy is -516.8232 hartree. Its SMILES is CC(C)C(=O)O.N/C=C/O. For the energy above the lowest of the compared OMol25 structures with the same formula, charge and spin, the calculation gives 72.7 kcal per mole. Its total charge is 0.

natural (NBO) population analysis, charges in e, atoms 1 to 6: -0.62, -0.26, -0.62, 0.76, -0.73, -0.75